# BrClIO3P

A 2-piece molecular cluster, BrClIO3P overall at a distorted geometry (the ωB97M-V functional and the def2-TZVPD basis, OMol25).

Each line ends with the Mulliken charge.
Element x y z (Å)
O -0.325 -0.308 0.755  -0.23
O -2.615 0.389 -0.023  -0.26
O 1.659 -1.531 -1.239  -0.52
P -1.678 -0.859 0.526  0.45
Cl -1.923 1.963 -0.280  0.09
Br 2.539 -1.042 0.033  0.43
I 2.342 1.388 0.228  0.04

- LUMO energy: -1.4 eV
- Energy above the lowest of the compared OMol25 structures with the same formula, charge and spin: 3.5439 eV
- Orbital gap: 7.5 eV
- Net charge: 0